[1]
ORCA calculation (ωB97M-V/def2-TZVPD) on a structure of composition C29H38BF3MoN7O3S6.

Geometry as ORCA input:
```
! wB97M-V def2-TZVPD RIJCOSX def2/J DEFGRID3
* xyz 1 3
Mo -0.70279 0.07525 -0.17031
C -1.79378 3.31654 5.09061
C -1.62582 2.12368 4.14784
C -2.85670 2.03436 3.25628
C -1.47238 0.81400 4.92221
N -0.34429 2.33209 3.38346
C 0.84725 2.48612 4.06960
C 1.82428 2.63850 3.15797
N 1.25301 2.56646 1.90697
B 2.20804 2.56583 0.67233
N 1.51357 2.93349 -0.66746
C 1.22967 4.25382 -0.91883
C 0.58736 4.32225 -2.10048
N 0.46980 3.03718 -2.58956
C 1.03593 2.20224 -1.69334
S 1.11240 0.46034 -1.78058
C -0.15695 2.82493 -3.95099
C -1.57247 3.39791 -3.89390
C -0.23340 1.36301 -4.36714
C 0.71430 3.57903 -4.95801
N 2.99983 1.24238 0.57593
C 4.27721 1.23953 0.06373
C 4.67629 -0.04253 -0.04735
N 3.63739 -0.83922 0.39522
C 2.61727 -0.03304 0.75662
S 1.08912 -0.55685 1.41420
C 3.65067 -2.34288 0.37786
C 5.00742 -2.82352 -0.13342
C 3.45513 -2.86780 1.79784
C 2.56563 -2.83577 -0.57822
C -0.06582 2.37000 2.06687
S -1.17861 2.23049 0.73151
H -2.71372 3.18974 5.66010
H -1.86729 4.24606 4.52511
H -0.97573 3.40652 5.80376
H -3.71442 1.92484 3.92022
H -2.83676 1.17092 2.59420
H -3.00773 2.93366 2.66173
H -2.39238 0.61295 5.47046
H -0.65614 0.85333 5.64301
H -1.28989 -0.01672 4.23851
H 0.89552 2.48600 5.14154
H 2.88042 2.79690 3.28626
H 3.01437 3.43112 0.87969
H 1.52044 5.03250 -0.23624
H 0.22195 5.17509 -2.63907
H -2.16694 2.87751 -3.14563
H -2.04831 3.25223 -4.86298
H -1.58118 4.46591 -3.67815
H -0.84780 0.77459 -3.69193
H 0.75374 0.91198 -4.46312
H -0.70792 1.34616 -5.34840
H 0.74478 4.65061 -4.76426
H 0.30105 3.43594 -5.95601
H 1.73477 3.19358 -4.95206
H 4.79710 2.15459 -0.15737
H 5.61390 -0.44178 -0.37825
H 5.82699 -2.49478 0.50643
H 5.19518 -2.50881 -1.16051
H 4.99871 -3.91207 -0.12151
H 4.24463 -2.49764 2.45343
H 3.51306 -3.95645 1.77836
H 2.48958 -2.58780 2.21080
H 2.69137 -2.37942 -1.56233
H 1.56688 -2.61144 -0.21078
H 2.65732 -3.91639 -0.69100
S -1.75894 -1.39011 1.42631
C -1.65678 -2.43485 0.04462
N -0.91960 -1.95506 -0.92832
C -1.02427 -2.71792 -2.08448
C -0.41171 -2.46245 -3.30796
C -0.63082 -3.35030 -4.34192
C -1.43798 -4.47871 -4.16847
C -2.04865 -4.74028 -2.95754
C -1.83906 -3.84241 -1.91756
S -2.50292 -3.88135 -0.30597
H 0.20416 -1.58270 -3.43755
H -0.17458 -3.16854 -5.30571
H -1.59358 -5.15461 -4.99816
H -2.68087 -5.60809 -2.82888
F -4.16396 2.71945 -1.44478
C -4.49027 1.46062 -1.15251
F -5.75653 1.25099 -1.47799
F -4.34180 1.27909 0.16519
S -3.40044 0.29468 -2.06625
O -3.70222 -1.00253 -1.54636
O -3.58412 0.59061 -3.44856
O -2.04568 0.79776 -1.60452
*
```

The relative energy (zero: lowest compared OMol25 entry of this formula, charge and spin) is 0.0 kJ/mol. Its expectation value of S² is 2.0291. As for the total energy: -122961.6381 eV. The value obtained for the LUMO energy (spin up / spin down) is -4.38 / -3.58 eV. The calculation puts the orbital gap (spin up / spin down) at 6.3770 / 7.4043 eV. The calculation puts the molar mass at 888.82 g/mol.

---

[2]
ORCA calculation (ωB97M-V/def2-TZVPD) on the ion C6H7ClN3S with charge +1.

Geometry as ORCA input:
```
! wB97M-V def2-TZVPD RIJCOSX def2/J DEFGRID3
* xyz 1 1
C 1.30979 0.03348 1.68865
C 2.08698 1.13462 1.49849
C 0.47110 -0.27157 0.59224
C 0.70967 0.60446 -0.49597
C -1.74209 -1.35865 0.26797
C 0.36276 0.52390 -1.84570
N -0.42374 -1.29771 0.68656
N -2.28844 -0.42625 -0.36920
N 0.62707 1.47504 -2.72370
S 1.86222 1.85882 -0.01963
Cl -0.37311 -0.87185 -2.46604
H 1.31103 -0.53589 2.60131
H 2.77548 1.56479 2.20107
H -2.20930 -2.29396 0.59380
H -0.20780 -1.94879 1.43348
H -3.26581 -0.55921 -0.59327
H 1.01982 2.36033 -2.43402
H 0.41031 1.34109 -3.70162
*
```

The relative energy (zero: lowest compared OMol25 entry of this formula, charge and spin) is 4.3 kJ/mol. As for the total energy: -34156.7701 eV. The value obtained for the LUMO energy is -4.87 eV. The calculation puts the orbital gap at 7.8760 eV. The calculation puts the molar mass at 188.66 g/mol.

---

[3]
ORCA calculation (ωB97M-V/def2-TZVPD) on an isolated molecule of C4H6N2.

Geometry as ORCA input:
```
! wB97M-V def2-TZVPD RIJCOSX def2/J DEFGRID3
* xyz 0 1
C -1.65258 -0.25297 -0.08629
N -0.25002 0.03455 0.12924
C 0.76790 -0.86229 -0.09142
C 1.92150 -0.13363 -0.04721
N 1.64741 1.18754 0.21025
C 0.34217 1.24895 0.30475
H -1.75526 -0.79908 -1.02821
H -2.07565 -0.85512 0.72306
H -2.20874 0.68269 -0.16907
H 0.56327 -1.91186 -0.24834
H 2.93212 -0.48285 -0.21208
H -0.23213 2.14408 0.51531
*
```

The relative energy (zero: lowest compared OMol25 entry of this formula, charge and spin) is 35.4 kJ/mol. The SMILES is Cn1ccnc1. As for the total energy: -7225.2240 eV. The value obtained for the LUMO energy is 0.88 eV. The calculation puts the orbital gap at 9.6730 eV. The calculation puts the molar mass at 82.11 g/mol.

---

[4]
ORCA calculation (ωB97M-V/def2-TZVPD) on a cluster of 2 separate species, C3H11N2 in total at a distorted geometry.

Geometry as ORCA input:
```
! wB97M-V def2-TZVPD RIJCOSX def2/J DEFGRID3
* xyz 1 1
C 1.23758 1.46819 -2.51973
N 0.71561 0.35466 -1.74419
C -0.24905 0.44249 -0.88262
N -0.78507 -0.53806 -0.17227
H 1.33864 1.16891 -3.56296
H 2.22582 1.77479 -2.18213
H 0.55321 2.31188 -2.50250
H 1.26607 -0.49376 -1.76447
H -0.67764 1.42510 -0.70525
H -0.22880 -1.35676 0.06168
H -1.25500 -0.26055 0.68579
C -0.82639 -1.25145 3.05051
H -0.50272 -1.66247 4.00196
H -1.52317 -0.43936 3.25026
H -1.33686 -2.03461 2.48784
H 0.04778 -0.90901 2.49809
*
```

The relative energy (zero: lowest compared OMol25 entry of this formula, charge and spin) is 39.4 kJ/mol. As for the total energy: -6263.1731 eV. The value obtained for the LUMO energy is -3.82 eV. The calculation puts the orbital gap at 11.8850 eV. The calculation puts the molar mass at 75.13 g/mol.

---

[5]
ORCA calculation (ωB97M-V/def2-TZVPD) on an isolated molecule of C7H6N2O2S at a distorted geometry.

Geometry as ORCA input:
```
! wB97M-V def2-TZVPD RIJCOSX def2/J DEFGRID3
* xyz 0 1
O 4.51750 0.55149 0.20682
S 3.39900 -0.24029 -0.06509
O 3.39432 -1.63473 0.18438
N 2.01290 0.56006 0.21921
C 1.90333 1.88758 -0.00616
N 0.70481 2.34647 0.01075
C -0.19211 1.32018 0.19084
C -1.55481 1.24665 0.26387
C -2.13612 0.01254 0.43954
C -1.42224 -1.19890 0.39670
C -0.00386 -1.14820 0.24845
C 0.55232 0.09181 0.25237
H 3.36026 -0.02901 -1.38204
H 2.85081 2.41500 0.04526
H -2.17588 2.08939 0.29308
H -3.22656 -0.01517 0.24326
H -1.90981 -2.12357 0.48941
H 0.60388 -2.07743 0.16928
*
```

The relative energy (zero: lowest compared OMol25 entry of this formula, charge and spin) is 130.1 kJ/mol. The SMILES is O=[SH](=O)n1cnc2ccccc21. As for the total energy: -25264.6943 eV. The value obtained for the LUMO energy is 0.12 eV. The calculation puts the orbital gap at 9.4005 eV. The calculation puts the molar mass at 182.20 g/mol.

---

[6]
ORCA calculation (ωB97M-V/def2-TZVPD) on an isolated molecule of C3H5N3O at a distorted geometry.

Geometry as ORCA input:
```
! wB97M-V def2-TZVPD RIJCOSX def2/J DEFGRID3
* xyz 0 1
C -0.32092 1.77558 0.06481
N -0.45595 0.36057 0.21243
C -1.47475 -0.38713 -0.04140
N -2.26590 -1.21998 -0.17424
C 1.10867 -0.57398 0.06900
N 0.80092 -1.83399 -0.08632
O 2.08187 0.08589 0.13923
H -1.13700 2.27739 0.59175
H 0.63090 2.06351 0.51833
H -0.32585 2.09145 -0.98618
H -0.17278 -2.11458 -0.13563
H 1.53079 -2.52474 -0.17176
*
```

The relative energy (zero: lowest compared OMol25 entry of this formula, charge and spin) is 164.9 kJ/mol. The SMILES is CN(C#N)C(N)=O. As for the total energy: -9708.8745 eV. The value obtained for the LUMO energy is 0.48 eV. The calculation puts the orbital gap at 9.7477 eV. The calculation puts the molar mass at 99.09 g/mol.

---

- relative energy (zero: lowest compared OMol25 entry of this formula, charge and spin) of number 1 (C29H38BF3MoN7O3S6)?
  0.0 kJ/mol